1.
# C5H6BrNO2

A cluster of 2 separate species, C5H6BrNO2 in total in a non-equilibrium geometry (ωB97M-V/def2-TZVPD, the Open Molecules 2025 dataset).

```
15
C5H6BrNO2 ωB97M-V/def2-TZVPD
C -1.33729 -1.82619 -0.37508
C -0.94208 -1.88941 0.88496
C 0.26314 1.94636 0.31335
C -0.55698 -0.78553 -1.07244
C 0.56582 -0.48897 -0.01134
N 1.26829 2.64042 0.77666
O -0.68750 2.28462 -0.30675
O 0.13701 -1.13616 1.15897
Br 2.44062 -0.56838 -0.27770
H -2.05420 -2.46409 -0.91447
H -1.26580 -2.56557 1.77204
H -0.20414 -1.21042 -2.04569
H -0.97273 0.21358 -1.39205
H 2.06382 2.25320 1.17533
H 1.28203 3.59654 0.31420
```

Values from the calculation:
E_tot	-80906.1142	eV
LUMO level (alpha / beta)	0.004 / 0.006	Ha
relative energy (zero: lowest compared OMol25 entry of this formula, charge and spin)	1.801	eV

natural (NBO) population analysis, charges in e, atoms 1 to 4:
1. C -0.31
2. C 0.13
3. C 0.70
4. C -0.54

=====

2.
# C3H7I2N2O2

A structure of composition C3H7I2N2O2 in a non-equilibrium geometry (ωB97M-V/def2-TZVPD, the Open Molecules 2025 dataset).

```
16
C3H7I2N2O2 ωB97M-V/def2-TZVPD
C -1.33961 0.12574 0.17152
C 0.44760 1.76480 -0.57789
C -0.07560 0.33277 -0.66661
N -2.42232 -0.00500 -0.59067
N 1.53772 -2.25382 1.62909
O -1.30540 0.15883 1.38137
O 1.12478 2.27220 -1.64353
I 1.51045 0.42446 0.81841
I 0.29862 -0.70826 -2.42131
H -0.28765 2.36385 -0.08692
H -2.43116 0.47347 -1.54768
H -3.40143 -0.25897 -0.34889
H 0.73756 -2.57780 1.22764
H 1.49025 -2.34909 2.71132
H 2.27542 -2.78465 1.33423
H 1.84079 3.02147 -1.39008
```

Values from the calculation:
E_tot	-26491.8534	eV
LUMO level	-0.173	Ha
relative energy (zero: lowest compared OMol25 entry of this formula, charge and spin)	1.954	eV
total charge	+1

natural (NBO) population analysis, charges in e, atoms 1 to 4:
1. C 0.58
2. C 0.02
3. C -0.40
4. N -0.81

=====

3.
# C25H43BrCoN2P2

A structure of composition C25H43BrCoN2P2 in a non-equilibrium geometry (ωB97M-V/def2-TZVPD, the Open Molecules 2025 dataset).

```
74
C25H43BrCoN2P2 ωB97M-V/def2-TZVPD
N -1.28852 6.55219 -5.14944
C -0.08115 5.97345 -5.11675
C 0.30251 5.09357 -4.09652
C -0.65827 4.71602 -3.12051
C -1.92941 5.36036 -3.15654
C -2.19115 6.26475 -4.20160
C -0.42301 3.56800 -2.29110
Co -0.72093 2.15950 -0.46977
P -2.47046 -3.21806 0.32845
C -1.52623 2.63749 -2.04285
C -1.60752 1.38554 -2.84210
C -2.87165 0.80537 -2.98011
C -3.01563 -0.42414 -3.62162
C -1.87455 -1.05888 -4.12212
C -0.60788 -0.48256 -3.99295
C -0.49676 0.79879 -3.46012
Br -2.09605 -2.62733 -5.12766
H 0.62665 3.25409 -2.18158
H -2.50687 3.05625 -1.73870
H 1.29496 4.65980 -4.08442
H -2.69688 5.17427 -2.40347
H 0.61349 6.22838 -5.92164
H -3.16530 6.77107 -4.26710
H -3.71984 1.37110 -2.62954
H 0.47629 1.28400 -3.49658
H -3.99403 -0.89126 -3.69965
H 0.28894 -0.99135 -4.33440
P -1.54800 2.02653 1.45474
C -2.02628 -3.29475 -1.44224
C -2.70201 -4.48175 -2.13694
H -0.93205 -3.37663 -1.50109
H -2.31193 -2.34609 -1.91520
H -2.27675 -4.64146 -3.13166
H -2.57562 -5.39766 -1.55167
H -3.77880 -4.31674 -2.25090
C -3.85640 -2.03129 0.37387
C -5.11326 -2.67267 0.97227
H -4.03256 -1.70354 -0.65856
H -3.54133 -1.15543 0.95456
H -5.97836 -2.00961 0.86253
H -5.34771 -3.62195 0.47997
H -4.97802 -2.89441 2.03656
C -1.05287 -2.54824 1.24649
C -0.61183 -3.53666 2.33758
H -1.33959 -1.58052 1.68276
H -0.24135 -2.37835 0.52559
H -0.00944 -3.04539 3.10928
H -1.48038 -3.98956 2.82730
H -0.02519 -4.35516 1.90568
C -0.49502 1.33846 2.77993
C -0.45992 2.13716 4.07673
H 0.52793 1.21284 2.39178
H -0.86992 0.32219 2.96737
H 0.23457 2.97955 4.00806
H -1.43401 2.52871 4.37670
H -0.11636 1.49422 4.89070
C -3.23483 1.62169 1.94474
C -4.31916 2.14447 1.01441
H -3.36270 2.01704 2.96113
H -3.25377 0.52638 2.02243
H -4.30249 3.23731 0.95009
H -4.22043 1.73199 0.00598
H -5.30195 1.85726 1.40495
C -1.47035 3.85511 1.56534
C -0.13410 4.33912 1.03071
H -1.63070 4.14082 2.61107
H -2.28836 4.28598 0.96342
H -0.27333 5.36502 0.66921
H 0.62831 4.35677 1.81947
H 0.24994 3.71959 0.18012
N 0.37541 0.49330 -0.36930
H -0.14895 -0.30593 -0.72604
H 0.68132 0.23797 0.57674
H 1.19811 0.58439 -0.97642
```

Values from the calculation:
E_tot	-155831.7159	eV
LUMO level (alpha / beta)	-0.301 / -0.318	Ha
relative energy (zero: lowest compared OMol25 entry of this formula, charge and spin)	0.667	eV
total charge	+2
2S+1	4

Mulliken population analysis, charges in e, atoms 1 to 4:
1. N -0.48
2. C -0.39
3. C -0.55
4. C 0.59

=====

4.
# C21H41IN8O7P2PtS

A structure of composition C21H41IN8O7P2PtS in a non-equilibrium geometry (ωB97M-V/def2-TZVPD, the Open Molecules 2025 dataset).

```
82
C21H41IN8O7P2PtS ωB97M-V/def2-TZVPD
Pt 0.33527 1.37218 -0.12911
C 5.62087 -0.80252 1.16159
N 4.64807 -0.13212 0.32969
C 5.19567 0.56028 -0.81851
P 3.00577 -0.11922 0.52069
O 2.47877 1.24458 0.26749
O 2.83667 -0.60172 2.04679
P 1.33077 -0.67812 2.71719
O 0.31277 0.00798 1.91539
N 1.63107 0.03928 4.18409
C 2.76177 -0.32522 5.00809
C 0.52257 0.64448 4.89189
N 1.04767 -2.31532 2.78169
C 1.78597 -3.18162 3.67319
C -0.25013 -2.81852 2.38629
N 2.17257 -1.29972 -0.32571
C 1.46577 -1.02362 -1.56371
C 2.70197 -2.65242 -0.25971
H 6.37807 -0.08572 1.48549
H 6.12217 -1.60152 0.61049
H 5.13697 -1.21662 2.03979
H 5.91497 1.31608 -0.49491
H 4.38987 1.05188 -1.35961
H 5.71177 -0.13422 -1.48561
H 3.59127 -0.63012 4.37469
H 2.52027 -1.12442 5.71559
H 3.06667 0.54878 5.58399
H -0.25053 0.92638 4.17959
H 0.87737 1.54208 5.40039
H 0.09817 -0.02432 5.64609
H 2.79687 -2.80672 3.81599
H 1.84447 -4.17662 3.22829
H 1.29007 -3.27772 4.64459
H -0.76583 -2.06692 1.79549
H -0.86763 -3.07392 3.24969
H -0.11073 -3.71332 1.77849
H 1.08407 0.01998 -1.55281
H 0.60497 -1.69252 -1.64661
H 2.10387 -1.15782 -2.44281
H 3.25987 -2.77962 0.66459
H 3.36017 -2.86612 -1.10581
H 1.87597 -3.36432 -0.27671
I -0.24073 3.52558 1.81389
C 0.73107 4.38468 0.12789
C 1.20067 5.68328 0.14439
C 1.88247 6.12978 -0.97981
C 2.04967 5.27088 -2.05591
C 1.50467 3.99898 -1.98231
N 0.85877 3.56558 -0.90721
H 1.04817 6.31508 1.00369
H 2.27457 7.13448 -1.00671
H 2.58487 5.57718 -2.94031
H 1.59037 3.30528 -2.80591
C -4.58273 -3.46192 -4.41141
C -5.02693 -3.12152 -3.00871
S -4.17303 -1.66302 -2.34941
O -2.78143 -1.62582 -2.73911
O -4.41143 -1.57972 -0.93161
C -4.92583 -0.19612 -3.18141
C -4.83453 1.07328 -2.33031
N -3.72933 1.05498 -1.39371
C -2.43463 1.26208 -1.68921
N -1.68413 1.12678 -0.60001
C -2.50853 0.78938 0.42439
C -3.78783 0.73768 -0.05531
N -4.95433 0.39048 0.69909
O -4.73743 -0.08582 1.78179
O -6.03653 0.62228 0.21819
C -1.92083 1.58238 -3.03581
H -4.96193 -4.44442 -4.68571
H -3.49653 -3.49392 -4.46131
H -4.94843 -2.73952 -5.13641
H -4.79873 -3.92422 -2.31141
H -6.08323 -2.87902 -2.93701
H -5.96713 -0.42292 -3.38411
H -4.36713 -0.12182 -4.11021
H -5.74963 1.18508 -1.74361
H -4.72023 1.95078 -2.97451
H -2.14403 0.59808 1.41679
H -2.46873 2.41248 -3.47931
H -2.01893 0.70428 -3.67511
H -0.86773 1.84778 -2.96271
```

Values from the calculation:
E_tot	-89442.9381	eV
LUMO level (alpha / beta)	-0.252 / -0.269	Ha
relative energy (zero: lowest compared OMol25 entry of this formula, charge and spin)	2.168	eV
total charge	+2

Mulliken population analysis, charges in e, atoms 1 to 4:
1. Pt 2.41
2. C -0.87
3. N 0.48
4. C -1.00

=====

Question: Among the records above, which one has the highest E_tot?
Answer: C3H7I2N2O2